# 1
53
Properties=species:S:1:pos:R:3:forces:R:3:lowdin_charge:R:1 method="wB97M-V/def2-TZVPD" max_force_ev_per_a=3.31 e_lumo_ha=-0.0871 charge=+1
Au -15.938350 -10.701331 1.437495 1.85 -0.16 -1.84 0.92
C -18.475979 -9.692017 2.141942 0.13 -0.83 2.27 -0.17
N -17.509631 -10.752528 2.590862 -0.94 -0.81 1.27 -0.31
C -18.252189 -12.076355 2.709466 0.98 -0.09 -0.11 -0.18
N -19.380312 -12.003163 3.552213 0.89 -0.13 0.78 -0.08
C -20.227494 -10.908625 3.097578 -1.53 -2.39 -0.80 -0.20
N -19.577477 -9.686216 3.060839 1.09 2.72 1.52 -0.08
C -19.085052 -9.402507 4.438563 -0.19 0.63 0.52 -0.12
N -18.152295 -10.442476 4.943723 -1.02 0.10 -0.77 -0.07
C -17.075435 -10.483747 3.999884 1.39 1.33 0.45 -0.23
C -18.884586 -11.714886 4.894645 -1.20 -0.45 0.99 -0.16
H -18.800516 -9.928914 1.180619 -0.51 -0.36 -1.72 0.11
H -17.919160 -8.786559 2.158595 0.14 1.02 -0.03 0.11
H -17.506747 -12.765433 3.104881 -0.14 -0.24 -0.14 0.13
H -18.576037 -12.367542 1.753849 -0.13 -0.41 -1.54 0.11
H -21.121294 -10.947975 3.735741 0.13 0.52 -0.29 0.15
H -20.479955 -11.153216 2.064385 -0.57 -0.16 0.00 0.14
H -19.981656 -9.369259 5.110162 0.89 0.18 -0.53 0.15
H -18.501498 -8.455243 4.462625 -0.76 -0.40 -0.08 0.14
H -16.309031 -11.198436 4.325901 -0.34 -0.18 -0.37 0.13
H -16.547878 -9.501604 3.956299 -0.47 -0.47 0.28 0.13
H -19.813551 -11.649607 5.503291 0.85 0.15 0.11 0.14
H -18.276759 -12.555572 5.285138 -0.19 0.50 -0.34 0.14
O -14.472203 -10.577695 -0.034277 0.48 0.53 -0.17 -0.72
S -12.936168 -10.353467 -0.006048 -0.05 0.14 1.09 0.99
C -12.515794 -8.599569 0.448811 -1.01 -0.74 1.44 -0.27
C -12.662255 -7.546682 -0.564431 -0.37 2.36 -1.36 -0.27
C -13.900959 -6.821275 -0.681762 2.27 -1.85 0.90 -0.03
C -14.067015 -5.848348 -1.632012 0.81 -0.60 -0.82 -0.07
C -13.009001 -5.493163 -2.490558 -0.20 -0.47 0.23 -0.05
C -11.749550 -6.091509 -2.328916 -0.95 0.90 0.54 -0.06
C -11.590987 -7.086286 -1.371814 -0.59 -0.27 0.35 -0.04
C -12.492895 -10.407039 -1.702775 -0.60 -0.89 -2.00 -0.32
C -11.039295 -10.261576 -2.057471 2.54 0.63 0.80 -0.26
C -9.944061 -10.577096 -1.199915 -1.79 0.28 0.26 -0.05
C -8.631977 -10.242940 -1.533640 0.61 0.12 1.20 -0.09
C -8.314445 -9.577440 -2.687653 -1.49 -0.04 -1.28 -0.06
C -9.366639 -9.380743 -3.618062 1.61 -0.37 1.04 -0.07
C -10.654071 -9.667208 -3.269666 -1.81 -0.26 -0.52 -0.07
H -11.518123 -8.728790 0.871015 0.12 0.15 -0.21 0.10
H -13.206037 -8.451876 1.339210 0.72 -0.07 -0.97 0.11
H -14.594792 -7.098857 0.096721 -0.78 0.22 -0.33 0.10
H -15.058769 -5.524837 -1.795675 -0.76 0.96 -0.10 0.10
H -13.198643 -4.770941 -3.283405 0.19 -0.05 0.27 0.11
H -10.882757 -5.657697 -2.823803 -0.19 -0.43 -0.17 0.11
H -10.590243 -7.446792 -1.251370 0.35 -0.56 0.23 0.11
H -13.104746 -9.715617 -2.321577 0.25 -0.12 0.68 0.12
H -12.833845 -11.420447 -2.008590 0.09 0.41 0.24 0.12
H -10.186008 -10.940522 -0.184004 0.44 -0.14 -0.67 0.11
H -7.821448 -10.421565 -0.817943 -0.48 -0.08 -0.12 0.12
H -7.333461 -9.200514 -2.916277 0.29 -0.25 0.04 0.11
H -9.108686 -9.074509 -4.607573 -0.15 0.58 -0.43 0.10
H -11.430978 -9.409704 -3.996238 0.12 -0.14 0.20 0.12


# 2
64
Properties=species:S:1:pos:R:3:forces:R:3:lowdin_charge:R:1 method="wB97M-V/def2-TZVPD" max_force_ev_per_a=1.82 e_lumo_ha=0.0080 relative_energy_kcal_mol=15.24 charge=0
Bi -0.260125 0.695150 0.041097 -0.01 -0.77 0.14 1.38
C -1.720425 -2.596650 0.379497 0.05 -0.34 -0.06 -0.13
N -1.395425 -1.514950 1.289197 -0.05 0.04 0.00 -0.24
C -2.568725 -0.990450 1.950297 -0.17 0.03 0.40 -0.19
C -3.429125 -0.168850 1.035197 -0.47 0.03 0.11 -0.28
C -4.809625 -0.170350 1.192097 0.09 0.05 0.01 -0.01
C -5.589925 0.639950 0.386597 0.14 0.08 -0.10 -0.05
C -4.962125 1.419450 -0.569603 -0.11 -0.18 0.19 -0.04
C -3.583025 1.372250 -0.651803 -0.31 0.14 -0.22 -0.20
N -2.833925 0.609150 0.133897 -0.10 0.04 0.07 -0.05
C -0.324925 -1.839450 2.214497 0.09 -0.16 0.29 -0.14
C 1.000675 -2.050150 1.520097 0.23 -0.37 0.13 -0.32
C 2.145675 -2.345850 2.249897 -0.05 -0.03 -0.12 -0.03
C 3.352075 -2.412350 1.574897 -0.12 -0.02 0.03 -0.06
C 3.371475 -2.211350 0.204297 -0.07 0.01 -0.06 -0.06
C 2.168675 -1.981150 -0.442203 0.51 -0.18 -0.14 -0.14
N 1.018375 -1.907450 0.202597 -0.39 0.03 0.12 0.04
C -2.082425 -2.164150 -1.018703 -0.28 -0.38 -0.19 -0.25
C -2.900225 -2.983650 -1.793603 0.05 0.12 -0.01 -0.01
C -3.140125 -2.645150 -3.113803 0.11 0.11 0.07 -0.05
C -2.555825 -1.496550 -3.626203 -0.04 -0.09 0.05 -0.04
C -1.767925 -0.735450 -2.780203 -0.09 -0.06 -0.40 -0.13
N -1.546125 -1.059450 -1.517403 0.36 -0.19 0.00 0.01
H -2.534025 -3.226450 0.783597 0.14 0.11 -0.05 0.13
H -0.832525 -3.226850 0.266297 -0.23 0.02 0.07 0.13
H -2.249525 -0.318250 2.756897 -0.01 -0.14 -0.11 0.06
H -3.182325 -1.787850 2.403997 0.07 0.03 -0.07 0.13
H -5.260125 -0.781750 1.957597 -0.03 -0.15 0.06 0.11
H -6.663225 0.662550 0.500697 -0.10 -0.02 0.02 0.11
H -5.523925 2.057050 -1.230803 -0.04 0.11 -0.10 0.11
H -3.057825 1.967550 -1.385303 0.05 0.05 0.02 0.02
H -0.564925 -2.723450 2.833997 0.03 0.12 -0.04 0.14
H -0.202625 -0.991050 2.898097 -0.05 -0.05 -0.01 0.12
H 2.100075 -2.480350 3.321397 -0.04 0.01 0.08 0.12
H 4.267975 -2.609250 2.113997 0.06 -0.01 0.04 0.11
H 4.288575 -2.216150 -0.360403 0.13 -0.05 -0.09 0.11
H 2.120875 -1.833050 -1.512103 0.12 0.01 -0.02 0.11
H -3.330425 -3.877850 -1.367003 -0.04 -0.05 0.06 0.11
H -3.766125 -3.269950 -3.733003 -0.06 -0.05 -0.06 0.11
H -2.703125 -1.204850 -4.653603 0.00 0.08 -0.08 0.11
H -1.285325 0.169850 -3.125603 0.00 0.11 -0.09 0.08
Se -0.938125 1.987750 2.296197 -0.16 0.75 1.20 0.07
Se -2.210525 3.769150 1.499297 -0.08 0.05 -0.09 -0.14
Te -0.739025 4.744950 -0.261103 -0.39 -0.08 -0.21 0.41
Se -0.586425 2.634550 -1.690803 -0.58 1.43 -0.97 0.01
N 3.750275 3.481450 -0.433103 -0.18 0.51 -0.04 0.15
C 3.724475 2.009650 -0.200603 -0.44 -1.02 0.09 -0.50
C 5.056575 1.428750 0.183197 0.29 -0.02 -0.01 -0.08
P 2.431075 1.880050 1.113597 0.30 0.97 0.57 0.26
O 3.268275 2.527850 2.348497 -0.03 0.14 -0.41 -0.13
O 1.437075 2.886850 0.598397 0.74 -0.16 0.14 -0.61
O 1.936675 0.544450 1.530197 0.22 -0.32 -0.05 -0.37
P 3.014775 1.170150 -1.733203 -0.37 0.28 -0.28 0.32
O 2.779275 2.500050 -2.665703 0.56 -0.36 0.08 -0.19
O 4.022475 0.272850 -2.303903 0.50 -0.09 -0.10 -0.27
O 1.650575 0.641750 -1.387103 0.53 -0.16 -0.31 -0.57
H 4.444875 3.966450 0.141597 -0.13 -0.15 -0.18 0.17
H 2.762175 3.730850 -0.110703 0.20 0.31 -0.37 0.12
H 3.839875 3.673250 -1.442803 -0.02 0.08 0.36 0.14
H 5.448375 1.879450 1.098397 -0.03 0.03 -0.04 0.08
H 5.779075 1.521050 -0.627703 0.03 -0.07 0.00 0.09
H 4.896275 0.367550 0.365397 0.15 -0.07 0.00 0.08
H 3.191175 1.940650 3.097497 0.01 -0.19 0.53 0.07
H 1.832375 2.668050 -2.744903 -0.50 0.12 0.10 -0.02


# 3
53
Properties=species:S:1:pos:R:3:forces:R:3:lowdin_charge:R:1 method="wB97M-V/def2-TZVPD" max_force_ev_per_a=0.85 e_lumo_ha=0.0209 smiles="Cc1c(Cl)cccc1NC(=S)N(CCCN1CCOCC1)Cc1ccco1" relative_energy_kcal_mol=16.02 charge=0
C 0.246990 -4.091616 1.141201 0.02 -0.12 0.03 -0.09
C 0.051284 -3.791387 -0.308478 -0.07 -0.05 0.03 -0.25
C 0.216607 -4.779908 -1.276285 -0.11 0.33 -0.11 -0.60
Cl 0.712298 -6.366256 -0.797809 0.10 -0.27 0.02 0.71
C -0.013377 -4.549583 -2.621759 0.00 0.00 -0.03 -0.11
C -0.428057 -3.295948 -3.032711 -0.01 -0.08 0.03 -0.08
C -0.578593 -2.285437 -2.104359 0.03 0.08 0.20 -0.02
C -0.320453 -2.520205 -0.758002 0.05 -0.34 -0.39 -0.25
N -0.507081 -1.463582 0.156589 -0.48 0.40 0.13 0.05
C 0.503695 -0.944747 0.923181 0.25 0.11 0.16 -0.76
S 2.066481 -1.451202 0.727453 0.62 -0.18 -0.24 0.76
N 0.158209 -0.009808 1.841151 -0.12 -0.32 -0.16 -0.11
C -1.206383 0.372057 2.138133 -0.39 0.33 0.07 -0.15
C -1.601339 1.742205 1.573569 0.10 -0.26 -0.19 -0.14
C -1.506907 1.809146 0.049659 -0.02 0.10 0.25 -0.20
N -1.977823 3.084864 -0.460393 -0.09 -0.06 -0.10 -0.17
C -2.301764 3.019938 -1.877048 -0.13 0.29 -0.06 -0.17
C -2.889429 4.359986 -2.318815 -0.09 -0.38 -0.12 -0.20
O -1.987692 5.415704 -2.094214 0.10 0.09 -0.14 -0.13
C -1.640947 5.478397 -0.731976 0.21 -0.11 0.33 -0.19
C -1.027965 4.165434 -0.246766 -0.13 0.28 -0.10 -0.16
C 1.203258 0.674522 2.584236 0.23 0.20 0.09 -0.11
C 1.679892 1.916182 1.901406 0.34 -0.45 -0.55 -0.26
C 2.351615 2.104456 0.730024 -0.22 -0.18 0.44 -0.03
C 2.527357 3.503561 0.594234 -0.20 0.37 0.41 -0.06
C 1.951429 4.061305 1.691288 0.41 0.30 -0.68 -0.14
O 1.428933 3.111097 2.487695 -0.21 -0.10 0.42 0.03
H -0.314103 -3.393944 1.758594 0.01 0.02 0.05 0.08
H 1.301895 -4.000108 1.400922 -0.02 -0.03 0.07 0.06
H -0.072103 -5.107148 1.363018 -0.06 0.00 0.05 0.06
H 0.126322 -5.346755 -3.334279 0.02 -0.09 -0.04 0.10
H -0.620696 -3.106291 -4.077106 -0.02 0.01 -0.10 0.10
H -0.884575 -1.297728 -2.419637 0.02 0.11 -0.02 0.11
H -1.238249 -0.818492 -0.110024 0.04 -0.10 0.14 0.11
H -1.886187 -0.403082 1.777800 0.06 0.03 0.09 0.12
H -1.306817 0.409703 3.229240 -0.03 -0.09 -0.10 0.13
H -0.959276 2.500522 2.018050 -0.02 0.07 0.06 0.09
H -2.628361 1.959968 1.869146 -0.03 0.03 0.03 0.12
H -2.164141 1.042427 -0.376095 0.03 -0.04 -0.03 0.11
H -0.469582 1.602639 -0.272127 -0.08 -0.05 -0.04 0.13
H -3.042456 2.233023 -2.038176 0.03 -0.01 -0.04 0.12
H -1.407202 2.798960 -2.486435 -0.04 -0.03 0.00 0.13
H -3.097874 4.354375 -3.389945 -0.05 -0.03 0.07 0.13
H -3.822184 4.540478 -1.763266 0.04 -0.03 -0.07 0.13
H -0.924043 6.295070 -0.633910 -0.05 -0.04 0.07 0.13
H -2.535335 5.699105 -0.129708 0.08 0.02 -0.02 0.13
H -0.807301 4.252292 0.816855 0.09 0.02 0.00 0.11
H -0.083700 3.979621 -0.789051 -0.04 0.00 0.09 0.13
H 2.039935 -0.024268 2.689385 -0.21 0.19 0.10 0.08
H 0.819484 0.938609 3.571783 -0.04 -0.04 -0.04 0.14
H 2.688313 1.339024 0.061537 0.04 -0.23 -0.07 0.09
H 3.019421 4.016167 -0.206524 0.09 0.18 -0.14 0.10
H 1.850854 5.078989 2.012314 -0.06 0.11 0.14 0.12


no.,calculated total energy (Eh)
1,-1605.5608
2,-9872.8895
3,-1950.8190